Entry 1:
ORCA calculation (ωB97M-V/def2-TZVPD) on a molecular structure, C40H46BN8O2STc.

## Properties
energy = -71945.525 eV
LUMO level (spin up / spin down) = -3.42 / -4.90 eV
charge = +1
relative energy (zero: lowest compared OMol25 entry of this formula, charge and spin) = 129.9 kcal/mol
multiplicity = 4
HOMO (spin up / spin down) = -0.35299 / -0.36216 hartree

Last column: Mulliken charge in e.
Positions of all 99 atoms, in Å:
Tc 0.4746 -1.1060 -0.5476  -1.018
C 5.1222 0.4634 1.9384  -0.598
C 5.1697 -0.8907 1.6475  -0.809
C 4.0090 -1.5980 1.3997  -0.113
C 2.7752 -0.9452 1.4247  -1.207
C 2.7306 0.4150 1.7467  0.261
C 3.8961 1.1085 2.0042  -0.741
N 1.5927 -1.5999 1.0931  1.192
C 1.0790 -2.5810 1.8500  0.596
C 1.6067 -3.0692 3.0602  -1.056
C 0.9162 -4.0172 3.7731  -0.785
C -0.3009 -4.5333 3.3117  -0.675
C -0.8429 -4.0931 2.1262  -1.179
C -0.1716 -3.1110 1.3936  0.915
N -0.6333 -2.5307 0.2587  2.116
N -1.7765 -2.9124 -0.2758  -2.174
C -2.1352 -2.0869 -1.2383  0.431
C -3.1985 -2.4243 -2.1528  -1.331
C -3.2371 -2.0798 -3.4532  -0.796
C -2.2761 -1.2708 -4.2184  -0.335
C -1.5629 -0.1174 -3.5158  -1.412
N -1.3620 -0.9802 -1.3689  1.480
H 6.0328 1.0135 2.1185  0.439
H 6.1201 -1.4017 1.6179  0.423
H 4.0422 -2.6536 1.1689  0.514
H 1.7678 0.9032 1.8041  0.240
H 3.8496 2.1553 2.2688  0.427
H 2.5381 -2.6684 3.4300  0.505
H 1.3149 -4.3690 4.7117  0.449
H -0.8209 -5.2714 3.9008  0.451
H -1.7835 -4.4643 1.7519  0.531
H -3.9389 -3.1076 -1.7625  0.516
H -4.0645 -2.4458 -4.0436  0.497
H -2.5203 -1.1710 -5.2713  0.662
H -1.3627 0.8054 -4.0560  0.596
C -4.7481 2.5566 -0.5054  -0.715
C -3.8578 1.8728 0.3087  -0.670
C -2.8975 1.0511 -0.2424  0.548
C -2.8131 0.8945 -1.6276  0.185
C -3.6901 1.6027 -2.4478  -0.768
C -4.6526 2.4203 -1.8817  -0.846
N -1.8359 0.0527 -2.1399  0.298
N -0.8539 -1.2470 -3.9477  0.074
C 0.0764 -2.1909 -3.5306  0.633
C 0.3741 -3.1474 -4.5138  -0.460
C 1.3719 -4.0779 -4.3325  -0.866
C 2.1035 -4.0779 -3.1538  -0.910
C 1.8032 -3.1489 -2.1770  -0.740
C 0.7955 -2.1995 -2.3208  2.210
H -5.5018 3.1937 -0.0671  0.432
H -3.9043 1.9779 1.3830  0.538
H -2.1923 0.5256 0.3846  -0.461
H -3.6302 1.5012 -3.5189  0.454
H -5.3395 2.9525 -2.5225  0.407
H -0.1927 -3.1255 -5.4336  0.540
H 1.5979 -4.7863 -5.1145  0.407
H 2.8972 -4.7928 -2.9987  0.498
H 2.3746 -3.1776 -1.2583  0.419
C -4.4787 0.9265 5.8685  -1.189
C -2.9764 0.8829 5.6258  -0.457
N -2.6820 0.5231 4.2463  -0.001
C -1.6431 0.9327 3.4931  0.132
S -0.8988 -0.2092 2.5074  -0.329
N -1.1987 2.1956 3.5035  -0.020
C -1.8979 3.3874 3.9462  -0.301
C -1.6958 4.5140 2.9425  -1.488
H -4.6697 1.0447 6.9310  0.403
H -4.9437 0.0006 5.5386  0.315
H -4.9415 1.7538 5.3369  0.275
H -2.5248 0.1293 6.2838  0.352
H -2.5200 1.8434 5.8569  0.301
H -2.9469 -0.4316 4.0295  0.281
H -0.3970 2.3665 2.9135  0.173
H -1.5172 3.7009 4.9266  0.326
H -2.9605 3.1542 4.0345  0.330
H -0.6407 4.7630 2.8532  0.403
H -2.2265 5.4000 3.2785  0.423
H -2.0745 4.2317 1.9627  0.291
C 2.0914 2.8049 -3.8513  -1.854
C 2.1961 2.3090 -2.4163  1.523
C 2.6883 3.4317 -1.5033  -1.806
O 0.8732 1.9431 -1.9440  -0.262
B 0.9795 0.8305 -1.2080  0.518
O 2.2552 0.3029 -1.2105  0.554
C 3.0159 0.9768 -2.2414  1.092
C 4.4480 1.1421 -1.7480  -1.781
C 2.9950 0.1015 -3.4933  -1.926
H 1.5293 3.7345 -3.8741  0.466
H 1.5761 2.0856 -4.4794  0.330
H 3.0865 2.9836 -4.2488  0.354
H 1.9708 4.2493 -1.5349  0.515
H 3.6574 3.7982 -1.8279  0.368
H 2.7535 3.0780 -0.4769  0.204
H 4.4780 1.5312 -0.7341  0.294
H 5.0030 1.8015 -2.4089  0.365
H 4.9286 0.1664 -1.7419  0.466
H 1.9755 -0.0375 -3.8456  0.134
H 3.3971 -0.8784 -3.2484  0.512
H 3.6019 0.5414 -4.2798  0.493



Entry 2:
ORCA calculation (ωB97M-V/def2-TZVPD) on a molecular structure, C40H46BaN10Se.

## Properties
energy = -123161.526 eV
LUMO level = -4.75 eV
charge = +2
relative energy (zero: lowest compared OMol25 entry of this formula, charge and spin) = 26.7 kcal/mol
multiplicity = 1
HOMO = -0.44506 hartree

Last column: Mulliken charge in e.
Positions of all 98 atoms, in Å:
Ba 0.1345 1.6320 -0.6962  1.223
C -0.9847 -2.9529 -2.4101  -0.770
C -0.8126 -1.7285 -1.7563  0.128
N -0.1636 -0.6992 -2.2814  -0.004
C 0.3580 -0.8437 -3.5303  -0.238
C 0.2182 -2.0241 -4.2632  1.452
C -0.4668 -3.0958 -3.6657  -1.020
C 0.7511 -2.1248 -5.5966  -1.142
C 1.3826 -1.0813 -6.1552  -1.026
C 1.5590 0.1462 -5.4231  1.267
C 2.2222 1.2441 -5.9964  -0.594
C 2.3909 2.3848 -5.2681  -1.096
C 1.8980 2.4140 -3.9597  -0.139
N 1.2632 1.4068 -3.3798  0.219
C 1.0798 0.2730 -4.1175  -0.238
H -1.5212 -3.7545 -1.9207  0.567
H -1.2113 -1.5889 -0.7592  -0.182
H -0.5790 -4.0235 -4.2146  0.463
H 0.6221 -3.0534 -6.1384  0.422
H 1.7756 -1.1428 -7.1622  0.420
H 2.5932 1.1706 -7.0117  0.458
H 2.8958 3.2503 -5.6734  0.461
H 2.0474 3.3049 -3.3640  0.516
N -2.0508 2.4690 4.1819  -0.067
C -0.8429 2.1131 4.7318  -0.815
C -0.0494 1.7945 3.6761  -0.320
N -0.7380 1.9519 2.4863  0.610
C -1.9366 2.3551 2.8386  -0.745
H -2.8679 2.7734 4.6836  0.228
H -0.6677 2.1177 5.7932  0.460
H 0.9638 1.4290 3.7097  0.342
H -2.7550 2.5978 2.1802  0.441
N 2.4753 3.5294 1.7647  -0.303
C 1.4867 4.5120 1.6825  0.573
C 1.6845 5.7853 2.2211  -1.181
C 0.6760 6.7109 2.0936  -0.351
C -0.5057 6.3595 1.4378  -1.058
C -0.5837 5.0912 0.9172  -0.425
N 0.3933 4.1751 1.0132  0.583
H 3.2148 3.7074 2.4271  0.295
H 2.0995 2.6004 1.8883  0.128
H 2.6054 6.0228 2.7376  0.437
H 0.7985 7.7029 2.5098  0.437
H -1.3241 7.0559 1.3243  0.483
H -1.4706 4.7900 0.3668  0.434
N -1.9191 4.2984 -3.0250  -0.380
C -0.7155 4.9043 -2.7452  0.542
C -0.3938 6.1233 -3.3626  -1.022
C 0.8219 6.6950 -3.0988  -0.463
C 1.7144 6.0597 -2.2267  -0.934
C 1.3102 4.8766 -1.6713  -0.485
N 0.1208 4.2821 -1.9151  0.542
H -2.6298 4.8337 -3.4926  0.250
H -2.2677 3.5879 -2.4076  0.074
H -1.1035 6.5947 -4.0297  0.397
H 1.0853 7.6366 -3.5635  0.461
H 2.6808 6.4794 -1.9891  0.525
H 1.9683 4.3594 -0.9785  0.589
C -2.9766 -0.0841 0.2207  -0.734
C -3.3420 -1.5350 0.5246  -0.002
C -3.6538 -1.8003 1.9974  -0.827
C -2.4460 -1.7647 2.9316  -0.751
N -1.4903 -2.8261 2.6044  0.470
C -0.3107 -2.6759 1.9602  -0.173
Se 0.4607 -1.0526 1.5105  -0.141
N 0.2040 -3.8987 1.7545  0.696
C 1.4732 -4.2051 1.0919  -1.444
C 2.6353 -4.2363 2.0705  -0.075
C 3.9611 -4.5086 1.3629  -0.532
C 4.1391 -5.9671 0.9506  -1.160
C -0.6511 -4.8646 2.2901  0.736
C -0.5431 -6.2467 2.3601  -0.876
C -1.5800 -6.9162 2.9856  -0.740
C -2.6758 -6.2285 3.5282  -0.883
C -2.7704 -4.8496 3.4593  -0.660
C -1.7288 -4.1860 2.8245  0.600
H -2.8364 0.0648 -0.8568  0.318
H -2.0580 0.1980 0.7460  -0.007
H -3.7758 0.5902 0.5377  0.485
H -2.5372 -2.2045 0.2001  -0.132
H -4.2149 -1.8055 -0.0714  0.450
H -4.1422 -2.7720 2.0921  0.452
H -4.3738 -1.0588 2.3573  0.498
H -2.7495 -1.9100 3.9686  0.430
H -1.9018 -0.8218 2.8740  -0.004
H 1.6311 -3.4498 0.3228  0.290
H 1.3380 -5.1682 0.5998  0.328
H 2.4500 -5.0130 2.8200  0.320
H 2.6624 -3.2802 2.5987  0.286
H 4.7782 -4.2141 2.0228  0.347
H 4.0370 -3.8626 0.4818  0.305
H 4.1433 -6.6211 1.8253  0.304
H 5.0793 -6.1216 0.4217  0.382
H 3.3400 -6.3105 0.2878  0.287
H 0.3090 -6.7780 1.9572  0.458
H -1.5398 -7.9937 3.0671  0.428
H -3.4620 -6.7886 4.0159  0.410
H -3.6118 -4.3220 3.8881  0.430